Here is a structure of composition C13H7BrCl5CrNO3 from the OMol25 dataset. Energies are from wB97M-V/def2-TZVPD.

Results
⟨S²⟩: 0.81
Total charge: +1
Electronic energy (Eh): -6699.25390
Multiplicity: 2
LUMO level (spin up / spin down) (eV): -4.938 / -4.454

Last column: Mulliken charge in e.
Element x y z (Å)
Cr 0.20220 0.59389 -0.76230  0.016
Cl -1.62639 -1.37128 1.94565  -0.157
C -2.37588 -0.79895 0.49229  0.597
C -1.63985 -0.07973 -0.43153  -0.479
C -2.30299 0.34598 -1.55592  1.319
Cl -1.20016 1.22531 -2.63927  -0.201
C -3.63298 0.13700 -1.84485  -0.793
Cl -4.33280 0.74403 -3.28112  -0.165
C -4.35262 -0.60013 -0.90620  0.910
Cl -6.00346 -0.93166 -1.19170  -0.142
C -3.72558 -1.07014 0.25735  -0.405
Cl -4.62889 -1.97414 1.39294  -0.149
Br -0.10370 2.54843 1.35278  -0.067
C 0.89589 1.04623 1.93992  0.429
C 1.37246 0.78428 3.20147  -0.530
C 2.05490 -0.42347 3.35661  -0.290
C 2.22336 -1.30147 2.28890  -0.700
C 1.69208 -0.93992 1.07441  0.584
N 1.05961 0.21570 0.93693  0.125
C 1.67272 -1.69835 -0.23400  0.408
O 2.20329 -2.75117 -0.37633  -0.528
O 1.00807 -1.01663 -1.19822  -0.631
H 1.22065 1.47204 4.02085  0.502
H 2.45080 -0.67980 4.33090  0.451
H 2.73866 -2.24655 2.38868  0.532
C 2.69030 1.19197 -2.65752  -0.538
O 1.86113 1.72808 -1.58381  -0.145
H 3.70983 1.54179 -2.52703  0.260
H 2.29916 1.50470 -3.62247  0.292
H 2.65222 0.11295 -2.57704  0.235
H 1.91798 2.69100 -1.59038  0.262

Cartesian forces (eV/Å) of the 2 atoms listed first:
0.62 -1.38 -0.72
0.00 0.05 -0.10

=====

Here is the molecule C21H23Cl2NO6 from the OMol25 dataset. Energies are from wB97M-V/def2-TZVPD.

Results
Total charge: 0
Energy above the lowest of the compared OMol25 structures with the same formula, charge and spin (kcal per mole): 0.00
Electronic energy (Eh): -2240.66847
LUMO level (eV): 0.252

Last column: Mulliken charge in e.
Element x y z (Å)
C -4.30268 -2.73861 4.03836  -1.175
C -3.94752 -1.36262 3.48946  -0.496
C -3.53651 -1.43234 2.01540  -0.467
C -2.27664 -2.23627 1.81787  0.864
O -2.16534 -3.19376 1.10280  -0.591
O -1.27117 -1.74378 2.56822  -0.290
C 0.00434 -2.33068 2.43236  -0.575
O 0.75726 -1.63359 1.48619  -0.195
C 1.41514 -0.51445 1.93304  0.167
O 1.51282 -0.26515 3.11260  -0.705
C 1.94900 0.26537 0.83210  -0.584
C 2.64140 1.40910 1.07043  0.577
N 3.12075 2.14820 0.02706  0.102
C 2.97526 1.80001 -1.29262  0.805
C 2.31356 0.66732 -1.62466  -0.606
C 2.20371 0.24733 -3.02123  0.083
O 2.55675 0.89229 -3.98509  -0.704
O 1.66243 -0.98434 -3.12651  -0.165
C 1.46770 -1.50698 -4.42950  -0.809
H 0.42155 -1.80014 -4.52013  0.249
H 1.71635 -0.74931 -5.17533  0.351
H 2.11047 -2.37911 -4.55875  0.278
C 1.65189 -0.21246 -0.57847  0.779
C 0.15414 -0.27883 -0.82481  -0.494
C -0.43371 -1.48477 -1.19013  0.222
C -1.79068 -1.58704 -1.42398  -1.099
C -2.60402 -0.47690 -1.28233  -0.413
C -2.03918 0.73227 -0.91632  0.189
C -0.66763 0.83682 -0.69873  1.079
Cl -0.02586 2.37893 -0.27503  -0.211
Cl -3.05476 2.11776 -0.72377  -0.214
H -3.66740 -0.53809 -1.44998  0.503
H -2.22210 -2.53627 -1.69779  0.341
H 0.19261 -2.35676 -1.28428  0.458
H 2.02724 -1.23710 -0.68900  0.731
C 3.60283 2.73719 -2.26726  -1.551
H 4.23154 2.19446 -2.96874  0.384
H 2.83099 3.22347 -2.86105  0.269
H 4.19376 3.49527 -1.75706  0.372
H 3.60121 3.01098 0.23702  0.265
C 2.93817 1.94822 2.42734  -1.473
H 2.01004 2.14877 2.95887  0.274
H 3.52490 2.86257 2.36628  0.349
H 3.47497 1.21024 3.01921  0.345
H 0.47801 -2.27488 3.41983  0.368
H -0.09132 -3.35905 2.06812  0.369
H -4.32539 -1.88930 1.41691  0.324
H -3.34386 -0.42486 1.64168  0.058
H -3.12639 -0.93469 4.06548  0.266
H -4.80963 -0.69911 3.58057  0.403
H -4.59977 -2.66649 5.08182  0.374
H -3.44959 -3.40975 3.96883  0.301
H -5.12505 -3.17442 3.47528  0.315

Cartesian forces (eV/Å) of the 2 atoms listed first:
0.03 0.25 0.01
-0.03 -0.13 -0.08

=====

Here is the molecule C18H25NO4S from the OMol25 dataset. Energies are from wB97M-V/def2-TZVPD.

Results
Total charge: 0
Energy above the lowest of the compared OMol25 structures with the same formula, charge and spin (kcal per mole): 11.41
Electronic energy (Eh): -1454.81986
LUMO level (eV): 0.651

Last column: Mulliken charge in e.
Element x y z (Å)
C -4.29558 -0.68403 -2.91727  -1.130
C -4.74000 0.46178 -2.02035  -0.307
H -5.65767 0.19323 -1.48742  0.342
H -4.89554 1.37677 -2.59537  0.328
O -3.73033 0.79254 -1.06339  -0.359
C -3.67825 0.05428 0.04688  -0.187
O -4.44288 -0.83702 0.30565  -0.616
C -2.53083 0.48508 0.93947  1.191
C -2.66261 1.95543 1.35161  -0.970
C -1.45978 2.36049 2.19986  -0.671
C -0.16492 2.08946 1.43662  -1.112
N -0.10537 0.70025 1.03618  0.408
C 0.84086 -0.11136 1.54947  -0.164
O 1.69775 0.27655 2.32454  -0.689
C 0.80629 -1.54151 1.09341  -0.080
C 0.35986 -2.53273 1.95668  -0.325
C 0.37239 -3.85984 1.56289  -0.763
C 0.84157 -4.20770 0.30725  -0.526
C 1.31050 -3.22945 -0.55263  -0.445
C 1.30132 -1.90257 -0.15653  1.117
S 1.91299 -0.64290 -1.27342  -0.155
C 3.51505 -0.31359 -0.45569  -0.340
C 4.17623 0.87755 -1.12503  -0.586
O 5.45931 1.03197 -0.57056  -0.311
C 6.15369 2.13294 -1.09511  -0.731
H 5.62116 3.07145 -0.89608  0.300
H 7.12221 2.15259 -0.60017  0.249
H 6.29702 2.03398 -2.17881  0.294
H 4.24597 0.70928 -2.21275  0.369
H 3.57194 1.78407 -0.96171  0.340
H 4.13952 -1.20042 -0.56405  0.358
H 3.33843 -0.11263 0.59974  0.260
H 1.68593 -3.48411 -1.53172  0.472
H 0.85005 -5.24198 -0.00199  0.394
H 0.01472 -4.62262 2.23776  0.416
H -0.00141 -2.25467 2.93561  0.518
C -1.19733 0.28149 0.19862  -1.261
H -1.07574 -0.76674 -0.07709  0.638
H -1.19880 0.88550 -0.71590  0.061
H 0.70771 2.28987 2.06087  0.535
H -0.11948 2.71553 0.53829  0.382
H -1.51810 3.41908 2.45456  0.435
H -1.45436 1.78615 3.12823  0.320
H -3.58697 2.10130 1.91348  0.406
H -2.70792 2.57279 0.45226  0.340
H -2.54952 -0.15239 1.82888  0.250
H -3.35495 -0.43860 -3.40445  0.283
H -4.16225 -1.58693 -2.32653  0.308
H -5.05186 -0.86762 -3.67478  0.408

Cartesian forces (eV/Å) of the 2 atoms listed first:
0.03 0.25 0.33
-0.38 -0.27 -0.28

=====

Here is a structure of composition C38H39ClCsN4O11PS from the OMol25 dataset. Energies are from wB97M-V/def2-TZVPD.

Results
Total charge: -2
Energy above the lowest of the compared OMol25 structures with the same formula, charge and spin (kcal per mole): 0.00
Electronic energy (Eh): -3738.20228
LUMO level (eV): 3.537

Last column: Mulliken charge in e.
Element x y z (Å)
Cs -0.07476 -0.16820 -0.48201  1.463
C -4.41782 1.79994 0.99634  -0.696
C -4.83735 1.33530 2.22791  -0.535
C -3.88328 1.04246 3.19260  -0.915
C -2.53786 1.23443 2.88943  0.699
N -2.12929 1.69559 1.70200  0.118
C -3.05411 1.96066 0.78920  0.189
C -1.46507 0.92036 3.87112  0.358
C -1.68155 0.97973 5.24808  -0.896
C -0.62543 0.68032 6.09324  -0.798
C 0.60217 0.34548 5.54740  -0.823
C 0.73208 0.31932 4.15791  0.324
N -0.28789 0.59517 3.35092  0.426
C 2.02034 0.00307 3.49306  0.658
C 2.95361 -0.84925 4.07274  -0.990
C 4.11111 -1.14363 3.37052  -0.486
C 4.30201 -0.57219 2.12696  -0.962
C 3.31396 0.26755 1.63000  0.112
N 2.19951 0.56054 2.29306  0.213
H -5.11108 1.99998 0.18994  0.375
H -5.88954 1.17045 2.42979  0.321
H -4.17204 0.63469 4.15192  0.368
H -2.69196 2.31013 -0.17629  0.170
H -2.64521 1.27771 5.64081  0.446
H -0.75250 0.72524 7.16738  0.395
H 1.45587 0.13419 6.17636  0.463
H 2.74487 -1.33253 5.01808  0.336
H 4.82590 -1.85242 3.77067  0.376
H 5.15938 -0.81579 1.50974  0.429
H 3.39796 0.67468 0.62021  0.379
O 4.03814 -0.12749 -3.07029  -0.821
C 2.89623 0.05803 -2.60596  -0.214
O 2.55152 0.61534 -1.53249  -0.413
C 1.72230 -0.47422 -3.47688  0.368
C 1.94920 -1.30739 -4.56942  -0.537
C 0.87030 -1.73729 -5.32501  -0.452
C -0.40607 -1.30558 -4.99258  -0.579
C -0.55177 -0.48072 -3.88640  0.330
N 0.48928 -0.08947 -3.14865  0.051
C -1.94574 0.00878 -3.43813  -0.093
O -2.80794 0.15576 -4.32487  -0.860
O -2.05923 0.16520 -2.19543  -0.599
H 2.97176 -1.58456 -4.78771  0.499
H 1.02754 -2.39595 -6.17139  0.401
H -1.28744 -1.57287 -5.56010  0.500
O -0.90469 4.96034 0.56018  -0.790
S -0.21923 3.88473 -0.21109  0.574
C 1.08515 4.71911 -1.16084  -0.765
C 1.99765 5.28723 -0.08153  -0.620
C 2.24855 4.14068 0.90988  -0.608
C 1.06327 3.15866 0.82377  0.637
H 0.62979 5.45707 -1.81858  0.487
H 1.58087 3.94533 -1.76128  0.250
H 1.47494 6.10689 0.41063  0.275
H 2.92598 5.67408 -0.50311  0.382
H 2.39080 4.50709 1.92493  0.290
H 3.15279 3.59881 0.63035  0.294
H 0.59857 2.85745 1.75883  0.092
H 1.38302 2.25017 0.31110  -0.609
C -4.68249 -2.68585 1.81583  -0.091
O -4.23957 -3.00591 0.49638  -0.402
P -3.45650 -1.82337 -0.36478  0.953
O -3.37821 -2.59878 -1.79305  -0.599
C -2.17323 -3.33640 -2.03485  -0.375
O -4.68052 -0.80945 -0.66447  -0.156
C -5.18533 -0.59350 -1.98672  -0.517
H -5.73984 -2.93741 1.90425  0.255
H -4.55903 -1.62235 2.04130  -0.100
H -4.12084 -3.26751 2.53709  0.004
H -1.91380 -3.21276 -3.08492  0.318
H -2.32483 -4.38867 -1.79538  0.234
H -1.34200 -2.96994 -1.42355  -0.020
H -5.90803 0.21858 -1.91204  0.210
H -5.68804 -1.48890 -2.35970  0.225
H -4.37189 -0.29973 -2.66230  0.177
C -0.85921 -7.19145 -0.58842  -1.486
C -1.14634 -6.17672 0.48090  1.104
C -2.13381 -6.37505 1.43135  -0.975
C -2.34838 -5.42304 2.41463  0.256
Cl -3.57325 -5.72666 3.63028  -0.293
C -1.61369 -4.25721 2.45609  -1.392
C -0.62717 -4.03840 1.50106  0.237
C -0.37938 -5.00090 0.52609  0.364
O 0.55581 -4.87712 -0.44085  -0.454
C 1.58050 -3.87779 -0.24935  -0.780
C 2.31038 -3.99260 1.12763  0.581
O 2.75383 -5.13023 1.37863  -0.821
O 2.41442 -2.91075 1.75678  -0.438
H -1.40662 -8.11850 -0.40178  0.406
H 0.21117 -7.40587 -0.63222  0.292
H -1.14451 -6.81404 -1.57736  0.273
H -2.72634 -7.28284 1.41690  0.345
H -1.79129 -3.52307 3.22918  0.640
H -0.04690 -3.11897 1.55963  0.513
H 1.15114 -2.88361 -0.40009  0.180
H 2.29644 -4.07031 -1.04159  0.337

Cartesian forces (eV/Å) of the 2 atoms listed first:
0.44 -0.06 1.95
-0.02 -0.04 0.05

=====

Here is the molecule C9H7N3O from the OMol25 dataset. Energies are from wB97M-V/def2-TZVPD.

Results
Total charge: 0
Energy above the lowest of the compared OMol25 structures with the same formula, charge and spin (kcal per mole): 26.31
Electronic energy (Eh): -586.58638
LUMO level (eV): -0.306

Last column: Mulliken charge in e.
Element x y z (Å)
C 1.83444 0.41991 -0.01537  0.695
C 1.18708 1.70102 -0.02418  -0.505
C -0.17619 1.84560 0.08862  -0.803
C -0.96923 0.64276 0.01266  0.891
C -2.41152 0.61115 -0.15911  -0.694
C -3.10861 -0.53952 -0.14334  -0.304
C -2.42343 -1.76894 -0.02028  -0.553
C -1.03440 -1.73552 0.11846  -0.333
C -0.26903 -0.56119 -0.00823  0.063
H 3.90413 0.95098 0.17183  0.302
H 1.83559 2.58098 0.03361  0.284
H -0.70084 2.79876 0.10738  0.389
H -2.94227 1.55007 -0.02968  0.274
H -4.16292 -0.60061 -0.14163  0.400
H -2.97208 -2.66773 0.11729  0.392
H -0.47086 -2.65921 0.13974  0.395
N 3.66370 -0.98890 -0.08513  -0.002
N 3.19764 0.25039 -0.10938  0.061
N 1.13239 -0.68119 -0.01953  -0.469
O 4.88642 -1.14882 -0.03373  -0.483

Cartesian forces (eV/Å) of the 2 atoms listed first:
-3.03 -0.57 -0.50
0.65 1.10 0.98

=====

Here is a structure of composition C11H19AgFN2O2 from the OMol25 dataset. Energies are from wB97M-V/def2-TZVPD.

Results
⟨S²⟩: 0.76
Total charge: +2
Electronic energy (Eh): -936.50885
Multiplicity: 2
LUMO level (spin up / spin down) (eV): -9.069 / -11.297

Last column: Mulliken charge in e.
Element x y z (Å)
N -4.95049 -1.34845 -1.46875  -0.196
C -3.69713 -0.81120 -0.84282  -0.456
C -2.40178 -1.65102 -1.42704  -0.508
C -1.35137 -0.66811 -2.19552  -0.758
C -0.12117 -0.23251 -1.24436  0.350
C -0.12664 1.30885 -0.79364  -1.106
C 1.29779 1.80504 -0.23160  0.266
C 2.42840 0.73563 0.18782  -0.224
C 2.80920 0.97217 1.77248  -0.012
C 2.84087 -0.45269 2.52106  -0.570
C 1.39540 -0.90989 3.07799  0.428
O 0.95169 -0.57926 4.21025  -0.425
F 0.51753 -1.69416 2.25179  -0.264
N 1.89721 2.04538 2.24938  -0.337
C 1.35238 2.75626 1.06451  -0.072
O 1.06361 3.96664 1.23606  -0.510
H -5.15102 -2.30067 -1.09574  0.360
H -4.84892 -1.42530 -2.50003  0.353
H -3.82941 -0.95862 0.29948  0.349
H -3.50359 0.28750 -1.09914  0.362
H -1.92765 -2.19120 -0.52624  0.292
H -2.83047 -2.37874 -2.21462  0.457
H -0.89022 -1.31208 -3.04545  0.248
H -1.86335 0.23055 -2.70117  0.491
H 0.86222 -0.38898 -1.86184  -0.036
H -0.06420 -0.97002 -0.35047  0.263
H -0.98522 1.51516 -0.03746  0.324
H -0.39431 1.94979 -1.72487  0.342
H 1.78348 2.47193 -1.04748  0.480
H 2.19652 -0.39124 0.18806  -0.100
H 3.26130 0.90982 -0.58201  0.177
H 3.92995 1.27660 1.80433  0.268
H 3.31935 -1.25923 1.83690  0.323
H 3.57637 -0.34526 3.41107  0.397
H 1.05853 1.76886 2.78493  0.355
Ag 2.39512 -1.73156 -1.90588  0.688

Cartesian forces (eV/Å) of the 2 atoms listed first:
3.96 -1.39 -0.24
-0.83 0.84 1.48